Computed, not measured: C18H25N3O2 as an isolated structure in a non-equilibrium geometry, with wB97M-V/def2-TZVPD.

Energy relative to the best compared isomer or geometry (same formula, charge and spin) = 432.29 kcal per mole
Charge = 0
DFT total energy = -27620.55267 eV

Last column: Mulliken charge in e.
Element x y z (Å)
C1 -7.71 -0.63 -0.58  -1.56
C2 -6.17 -0.50 -0.32  1.23
C3 -5.34 0.69 -0.33  -0.65
C4 -4.16 0.10 0.09  1.24
C5 -2.97 0.59 0.17  -0.16
C6 -1.96 -0.08 0.79  0.34
C7 -2.14 -1.50 1.14  -0.67
C8 -3.27 -1.99 0.67  -0.75
C9 -4.38 -1.23 0.26  -0.27
N1 -5.58 -1.65 0.07  0.00
H1 -6.06 -2.33 0.18  -0.38
H2 -3.46 -2.97 0.89  0.48
H3 -1.18 -2.12 1.23  0.30
C10 -0.59 0.80 0.98  0.22
O1 -0.55 1.85 1.17  -0.40
N2 0.42 -0.08 0.82  -0.15
H4 0.41 -1.10 0.29  0.36
C11 1.79 0.45 0.81  -1.66
C12 2.42 1.06 -0.71  -0.51
C13 3.74 1.45 -0.48  -1.29
N3 4.60 0.32 -0.24  0.74
C14 4.83 -0.53 -1.06  -0.77
C15 5.76 -1.67 -0.57  -0.77
O2 6.90 -1.27 0.13  -0.20
C16 6.68 -0.21 0.72  -0.75
C17 5.98 0.83 0.40  -0.56
H5 5.68 1.31 1.23  0.40
H6 6.54 1.50 -0.37  0.27
H7 7.57 -0.09 1.46  0.37
H8 6.14 -0.89 1.84  0.22
H9 6.06 -2.37 -1.46  0.28
H10 5.13 -2.33 0.00  0.39
H11 4.05 -0.98 -1.61  0.38
H12 5.51 -0.28 -2.05  0.24
H13 3.82 2.15 0.13  0.78
H14 4.12 1.99 -1.54  0.33
H15 1.72 1.79 -1.17  0.29
H16 2.20 0.14 -1.09  0.28
H17 1.77 1.41 1.42  0.27
H18 2.40 -0.11 1.23  1.14
H19 -2.79 1.75 0.33  0.18
C18 -5.96 2.08 -0.42  -1.24
H20 -5.64 2.63 0.19  0.44
H21 -5.30 2.17 -1.51  0.31
H22 -6.98 2.20 -0.94  0.21
H23 -7.74 -1.41 -1.49  0.27
H24 -8.09 0.21 -0.95  0.44
H25 -8.21 -1.13 0.23  0.36



Computed, not measured: one molecule with the formula C18H25N3O2S, with wB97M-V/def2-TZVPD.

Energy relative to the best compared isomer or geometry (same formula, charge and spin) = 25.16 kcal per mole
Charge = 0
SMILES = COCCn1c(C)cc(C(=O)CSc2nc(C)c(C)c(C)n2)c1C
DFT total energy = -38472.63571 eV

Last column: Mulliken charge in e.
Element x y z (Å)
C1 -5.13 -1.25 1.53  -0.52
O1 -5.98 -0.60 0.62  -0.40
C2 -5.78 0.79 0.49  -0.38
C3 -4.89 1.17 -0.72  -1.11
N1 -3.53 0.72 -0.58  0.32
C4 -2.54 1.39 0.11  -0.16
C5 -2.76 2.72 0.74  -1.66
C6 -1.41 0.64 0.05  -0.13
C7 -1.70 -0.53 -0.70  1.35
C8 -0.80 -1.62 -1.03  0.39
O2 -1.13 -2.65 -1.59  -0.67
C9 0.65 -1.43 -0.60  -0.81
S1 1.40 -0.03 -1.51  -0.14
C10 2.98 -0.03 -0.77  0.03
N2 3.23 -0.92 0.18  -0.23
C11 4.44 -0.91 0.71  0.84
C12 4.69 -1.92 1.79  -1.31
C13 5.43 -0.01 0.29  0.21
C14 6.79 -0.04 0.91  -1.69
C15 5.05 0.88 -0.71  1.15
C16 5.98 1.92 -1.27  -1.45
N3 3.84 0.87 -1.24  -0.54
C17 -3.04 -0.44 -1.08  -0.23
C18 -3.85 -1.38 -1.89  -1.72
H1 -5.45 -2.29 1.55  0.25
H2 -4.08 -1.20 1.22  0.14
H3 -5.23 -0.82 2.53  0.33
H4 -5.36 1.20 1.41  0.30
H5 -6.77 1.23 0.33  0.39
H6 -4.91 2.26 -0.82  0.42
H7 -5.32 0.72 -1.61  0.42
H8 -1.83 3.05 1.20  0.39
H9 -3.53 2.68 1.51  0.30
H10 -3.06 3.46 0.00  0.31
H11 -0.47 0.90 0.49  0.50
H12 0.72 -1.20 0.46  0.45
H13 1.22 -2.32 -0.83  0.53
H14 4.99 -1.43 2.71  0.32
H15 3.79 -2.50 1.96  0.33
H16 5.49 -2.59 1.49  0.32
H17 7.24 -1.03 0.79  0.33
H18 6.73 0.18 1.97  0.32
H19 7.45 0.69 0.44  0.38
H20 5.44 2.49 -2.02  0.35
H21 6.84 1.45 -1.74  0.36
H22 6.32 2.59 -0.49  0.36
H23 -4.10 -0.94 -2.85  0.33
H24 -3.27 -2.28 -2.06  0.44
H25 -4.78 -1.64 -1.38  0.33



Computed, not measured: a 2-piece molecular cluster, C18H25N3O4 overall in a non-equilibrium geometry, with wB97M-V/def2-TZVPD.

Energy relative to the best compared isomer or geometry (same formula, charge and spin) = 107.77 kcal per mole
Charge = 0
SMILES = CC(=O)N(C(C)=O)c1cccc2c1C(=O)NC2=O.CCN(CC)CC
DFT total energy = -31729.71423 eV

Last column: Mulliken charge in e.
Element x y z (Å)
C1 -2.09 2.19 -0.77  -1.10
C2 -1.38 1.19 0.23  0.61
O1 -1.83 0.06 0.25  -0.54
N1 -0.25 1.61 1.01  0.78
C3 0.17 0.59 1.99  0.53
C4 -0.74 -0.03 3.10  -1.31
O2 1.33 0.25 1.95  -0.50
C5 -0.47 2.87 1.70  -0.27
C6 -1.52 3.14 2.68  -0.13
C7 -1.60 4.46 3.33  -0.72
C8 -0.65 5.54 3.04  -0.52
C9 0.39 5.28 2.05  0.06
C10 0.46 3.96 1.42  0.62
C11 1.68 4.03 0.43  0.00
O3 1.87 3.26 -0.45  -0.45
N2 2.43 5.19 0.87  -0.35
C12 1.52 6.18 1.46  0.20
O4 1.66 7.36 1.42  -0.47
H1 -1.41 2.36 -1.65  0.27
H2 -2.37 3.16 -0.29  0.32
H3 -3.01 1.69 -1.17  0.36
H4 -1.80 -0.16 2.73  0.32
H5 -0.73 0.61 4.01  0.32
H6 -0.33 -1.06 3.29  0.37
H7 -2.25 2.33 2.92  0.48
H8 -2.39 4.70 4.07  0.36
H9 -0.70 6.53 3.55  0.41
H10 3.10 4.78 1.53  0.34
C13 -0.29 -6.10 -2.09  -1.44
C14 -0.05 -4.79 -1.35  -0.25
N3 1.16 -4.10 -1.76  0.16
C15 1.54 -3.02 -0.87  -1.30
C16 0.60 -1.82 -0.75  -0.07
C17 1.27 -3.81 -3.19  -0.70
C18 0.17 -2.97 -3.83  -0.95
H11 0.57 -6.76 -2.01  0.33
H12 -1.15 -6.62 -1.66  0.44
H13 -0.51 -5.94 -3.15  0.29
H14 0.04 -5.04 -0.28  0.43
H15 -0.94 -4.16 -1.45  0.20
H16 2.54 -2.65 -1.15  0.37
H17 1.67 -3.44 0.13  0.43
H18 0.64 -1.18 -1.64  0.15
H19 0.89 -1.20 0.10  -0.04
H20 -0.44 -2.12 -0.60  0.35
H21 1.33 -4.76 -3.73  0.39
H22 2.24 -3.33 -3.38  0.32
H23 -0.83 -3.29 -3.53  0.24
H24 0.22 -3.07 -4.92  0.37
H25 0.28 -1.91 -3.60  0.28



Computed, not measured: one molecule with the formula C18H25N3OS, with wB97M-V/def2-TZVPD.

Energy relative to the best compared isomer or geometry (same formula, charge and spin) = 0.00 kcal per mole
Charge = 0
SMILES = CC[C@H]1CCCCN1CCCn1c(=S)[nH]c2ccccc2c1=O
DFT total energy = -36426.36616 eV

Last column: Mulliken charge in e.
Element x y z (Å)
C1 -4.41 -1.70 2.10  -1.34
C2 -4.92 -0.55 1.24  -0.60
C3 -3.96 -0.27 0.07  -0.15
C4 -4.54 0.80 -0.88  -0.93
C5 -4.45 2.20 -0.27  -0.77
C6 -3.00 2.50 0.10  -0.39
C7 -2.49 1.41 1.05  -1.05
N1 -2.64 0.06 0.58  0.35
C8 -1.51 -0.55 -0.06  -1.04
C9 -1.11 -0.02 -1.45  0.66
C10 0.11 -0.74 -2.01  -1.91
N2 1.26 -0.60 -1.13  0.14
C11 1.66 -1.65 -0.36  0.26
S1 0.99 -3.16 -0.41  -0.38
N3 2.70 -1.45 0.50  -0.08
C12 3.35 -0.25 0.66  0.39
C13 4.38 -0.09 1.58  -0.86
C14 5.00 1.14 1.70  -0.40
C15 4.62 2.21 0.90  -0.69
C16 3.61 2.05 -0.02  -0.57
C17 2.96 0.82 -0.15  0.34
C18 1.87 0.66 -1.12  0.79
O1 1.49 1.53 -1.87  -0.68
H1 -4.37 -2.62 1.52  0.28
H2 -3.40 -1.48 2.46  0.27
H3 -5.06 -1.86 2.96  0.45
H4 -5.90 -0.80 0.84  0.37
H5 -5.02 0.34 1.86  0.31
H6 -3.87 -1.20 -0.50  0.58
H7 -5.58 0.56 -1.11  0.41
H8 -3.98 0.79 -1.82  0.25
H9 -5.07 2.27 0.62  0.31
H10 -4.81 2.94 -0.99  0.40
H11 -2.92 3.47 0.58  0.41
H12 -2.39 2.52 -0.81  0.16
H13 -3.04 1.50 2.00  0.38
H14 -1.43 1.58 1.28  0.50
H15 -0.66 -0.43 0.62  0.30
H16 -1.71 -1.63 -0.14  0.25
H17 -0.90 1.04 -1.39  0.11
H18 -1.94 -0.17 -2.15  0.17
H19 -0.08 -1.81 -2.13  0.68
H20 0.38 -0.31 -2.98  0.36
H21 2.97 -2.25 1.06  0.28
H22 4.67 -0.92 2.21  0.40
H23 5.79 1.26 2.42  0.40
H24 5.12 3.16 1.00  0.41
H25 3.29 2.86 -0.66  0.48



Computed, not measured: C18H25N5O2S2SbSe4Ti as an isolated structure in a non-equilibrium geometry, with wB97M-V/def2-TZVPD.

Energy relative to the best compared isomer or geometry (same formula, charge and spin) = 16.20 kcal per mole
Charge = -1
DFT total energy = -343329.26928 eV

Last column: Mulliken charge in e.
Element x y z (Å)
Ti1 -0.06 -0.80 -0.12  0.03
N1 -4.81 1.65 -1.24  0.15
C1 -3.37 1.61 -0.90  1.44
C2 -3.13 2.27 0.44  -1.46
C3 -1.68 2.10 0.85  0.29
N2 -1.39 0.66 1.09  -0.34
C4 -0.74 2.68 -0.21  -1.32
C5 -1.02 2.13 -1.62  0.18
N3 -0.53 0.75 -1.72  -0.08
C6 -2.51 2.23 -1.98  -1.63
H1 -5.17 2.58 -1.38  0.38
H2 -5.30 1.12 -0.47  0.20
H3 -4.97 1.01 -2.09  0.13
H4 -3.12 0.55 -0.83  -0.84
H5 -3.79 1.82 1.18  0.32
H6 -3.36 3.34 0.38  0.45
H7 -1.53 2.65 1.78  0.28
H8 -2.23 0.13 1.31  0.19
H9 -0.79 0.60 1.91  0.32
H10 0.30 2.47 0.05  0.41
H11 -0.86 3.77 -0.22  0.50
H12 -0.48 2.75 -2.34  0.32
H13 0.47 0.77 -1.99  0.23
H14 -1.03 0.22 -2.43  0.28
H15 -2.69 1.73 -2.94  0.37
H16 -2.76 3.29 -2.10  0.43
O1 -0.33 -1.74 1.76  -0.31
N4 0.54 -1.73 2.75  0.41
C7 0.32 -2.59 3.76  -0.33
C8 1.16 -2.64 4.84  -0.72
C9 2.27 -1.78 4.86  -0.13
C10 2.47 -0.91 3.82  -0.96
C11 1.59 -0.87 2.73  0.63
S1 1.79 0.15 1.36  -0.33
H17 -0.55 -3.21 3.63  0.48
H18 0.97 -3.34 5.63  0.41
H19 2.96 -1.80 5.69  0.37
H20 3.32 -0.24 3.79  0.43
O2 2.27 -3.29 -0.05  -0.57
S2 1.07 -2.92 -0.87  0.15
N5 1.17 -1.36 -1.55  0.00
Se1 -5.34 -0.73 1.11  -0.74
Sb1 -4.64 -1.94 -0.92  0.72
Se2 -5.00 -0.62 -2.98  -0.69
Se3 -5.32 -4.22 -1.02  -0.65
Se4 -2.01 -2.06 -0.86  -0.21
C12 2.00 -0.36 -1.52  -0.39
C13 3.46 -0.51 -1.65  0.55
C14 4.13 -1.72 -1.87  -0.11
C15 5.51 -1.73 -2.05  -0.85
C16 6.23 -0.55 -2.00  -0.28
C17 5.58 0.66 -1.78  -0.68
C18 4.21 0.67 -1.61  -0.22
H21 3.58 -2.65 -1.89  0.34
H22 6.02 -2.67 -2.22  0.37
H23 7.31 -0.56 -2.13  0.37
H24 6.14 1.58 -1.74  0.37
H25 3.67 1.60 -1.44  0.33



Computed, not measured: C18H26Br2F5NP as an isolated structure in a non-equilibrium geometry, with wB97M-V/def2-TZVPD.

Charge = +1
DFT total energy = -183534.26844 eV

Last column: Mulliken charge in e.
Element x y z (Å)
C1 -4.60 -0.74 1.00  -1.34
C2 -3.49 0.30 0.83  -0.33
C3 -2.11 -0.30 1.17  -0.72
N1 -1.03 0.14 0.25  0.31
P1 0.49 0.33 0.84  -0.67
C4 1.55 0.91 -0.49  -1.35
C5 1.16 2.23 -1.17  1.03
C6 -0.03 2.10 -2.11  -1.60
C7 2.38 2.66 -2.00  -1.75
C8 0.56 1.40 2.32  -0.66
Br1 2.36 1.30 3.04  0.06
C9 0.24 2.90 2.15  -0.11
C10 0.19 3.58 3.54  -1.41
Br2 -1.46 3.20 1.29  -0.02
C11 1.11 -1.41 1.26  1.58
F1 2.27 -1.31 1.95  -0.27
F2 0.21 -2.00 2.07  -0.28
C12 1.32 -2.22 0.01  -0.16
C13 2.61 -2.56 -0.41  -0.63
C14 2.80 -3.32 -1.56  -0.79
C15 1.72 -3.74 -2.33  -0.81
C16 0.44 -3.41 -1.90  0.01
C17 -0.76 -3.86 -2.70  0.86
F3 -1.78 -2.99 -2.56  -0.26
F4 -1.21 -5.04 -2.32  -0.24
F5 -0.48 -3.92 -3.99  -0.27
C18 0.23 -2.67 -0.74  -0.26
H1 -4.83 -1.23 0.06  0.31
H2 -4.32 -1.51 1.73  0.39
H3 -5.50 -0.27 1.39  0.38
H4 -3.46 0.66 -0.19  0.29
H5 -3.69 1.12 1.52  0.30
H6 -1.87 -0.11 2.21  0.42
H7 -2.20 -1.39 1.08  0.29
H8 -1.01 -0.43 -0.59  0.57
H9 2.55 0.97 -0.06  0.60
H10 1.61 0.14 -1.25  0.63
H11 0.96 3.03 -0.47  -0.01
H12 -0.19 3.06 -2.58  0.50
H13 -0.96 1.84 -1.61  0.24
H14 0.20 1.40 -2.92  0.36
H15 2.67 1.83 -2.65  0.38
H16 3.24 2.85 -1.36  0.44
H17 2.15 3.51 -2.62  0.45
H18 -0.08 0.99 3.09  0.81
H19 1.05 3.36 1.60  0.49
H20 -0.37 4.49 3.44  0.47
H21 1.19 3.87 3.85  0.41
H22 -0.28 2.93 4.27  0.34
H23 3.49 -2.25 0.14  0.53
H24 3.80 -3.58 -1.87  0.44
H25 1.89 -4.32 -3.22  0.50
H26 -0.78 -2.50 -0.43  0.56



Computed, not measured: C18H26Br46O2Si2 as an isolated structure in a non-equilibrium geometry, with wB97M-V/def2-TZVPD.

Charge = 0
DFT total energy = -3260890.72195 eV

Last column: Mulliken charge in e.
Element x y z (Å)
C1 3.91 0.91 0.41  -1.18
C2 3.60 -0.44 1.03  -0.18
O1 2.28 -0.61 1.55  0.02
Si1 1.06 -0.23 0.53  0.44
C3 0.88 -1.36 -0.93  -0.92
O2 -0.33 -0.27 1.47  -0.07
Si2 -1.71 0.32 0.79  0.58
Br1 -1.54 2.48 0.06  -0.08
H1 4.96 1.09 0.56  0.42
H2 3.39 1.73 0.86  0.18
H3 3.79 0.90 -0.66  0.33
H4 3.88 -1.24 0.36  0.18
H5 4.26 -0.54 1.87  0.37
H6 1.16 1.15 0.02  -0.12
H7 1.71 -1.27 -1.61  0.20
H8 0.01 -1.10 -1.51  0.32
H9 0.76 -2.40 -0.65  0.28
H10 -2.72 0.24 1.83  -0.18
H11 -2.18 -0.52 -0.31  -0.29
C4 -3.17 3.70 3.87  -0.42
Br2 -4.26 2.89 5.24  -0.04
Br3 -1.92 4.96 4.60  -0.05
Br4 -2.26 2.37 2.80  -0.01
H12 -3.84 4.25 3.22  0.35
C5 0.63 3.60 -3.87  -0.44
Br5 -0.15 2.89 -5.49  -0.01
Br6 0.60 5.53 -3.88  -0.04
Br7 -0.22 2.88 -2.26  0.10
H13 1.66 3.30 -3.85  0.34
C6 -5.00 7.62 5.81  -0.19
Br8 -5.86 7.08 4.17  0.01
Br9 -5.02 9.53 6.02  -0.03
Br10 -5.74 6.72 7.34  0.02
H14 -3.96 7.32 5.73  0.20
C7 1.03 1.40 4.57  0.12
Br11 2.11 -0.05 5.24  -0.02
Br12 0.27 2.45 5.99  -0.08
Br13 1.99 2.50 3.32  -0.03
H15 0.21 0.94 4.04  -0.06
C8 -0.79 -1.01 8.25  -0.33
Br14 -1.99 -0.23 6.96  0.05
Br15 -1.55 -1.00 10.02  -0.04
Br16 -0.23 -2.78 7.72  0.04
H16 0.09 -0.39 8.28  0.28
C9 3.73 -5.25 -0.16  -0.46
Br17 3.27 -5.28 -2.03  0.08
Br18 5.40 -4.33 0.13  -0.05
Br19 2.32 -4.52 0.91  0.11
H17 3.88 -6.27 0.15  0.40
C10 -5.50 -1.63 -1.66  -0.30
Br20 -5.18 -3.11 -2.85  -0.03
Br21 -5.46 -2.17 0.19  -0.05
Br22 -4.29 -0.18 -1.99  -0.04
H18 -6.50 -1.27 -1.86  0.39
C11 -9.05 9.75 5.36  0.24
Br23 -9.91 9.21 3.72  -0.01
Br24 -9.07 11.66 5.57  -0.01
Br25 -9.79 8.85 6.89  0.00
H19 -8.01 9.45 5.28  -0.24
C12 -0.10 -7.28 2.80  -0.39
Br26 -0.47 -5.53 3.51  0.01
Br27 -0.09 -7.28 0.88  -0.02
Br28 1.54 -8.00 3.52  -0.01
H20 -0.90 -7.93 3.12  0.37
C13 -3.61 -1.34 -6.45  -0.33
Br29 -3.11 -1.24 -8.31  -0.05
Br30 -2.07 -1.21 -5.30  0.14
Br31 -4.95 -0.03 -6.01  -0.04
H21 -4.05 -2.31 -6.29  0.35
C14 3.31 7.19 -6.79  -0.32
Br32 4.36 7.75 -8.31  -0.04
Br33 2.84 5.33 -6.91  0.03
Br34 4.19 7.59 -5.13  -0.01
H22 2.39 7.75 -6.81  0.34
C15 1.50 -0.95 -6.47  0.15
Br35 2.03 -2.76 -6.86  0.16
Br36 2.18 -0.34 -4.76  0.08
Br37 1.98 0.25 -7.90  -0.01
H23 0.42 -0.94 -6.40  -0.34
C16 6.08 -4.64 -6.65  -0.36
Br38 5.21 -5.24 -8.27  -0.03
Br39 6.20 -2.72 -6.60  0.00
Br40 5.22 -5.38 -5.10  0.02
H24 7.08 -5.02 -6.66  0.36
C17 3.88 -4.52 7.42  -0.40
Br41 2.61 -5.81 8.08  -0.05
Br42 5.06 -5.29 6.10  -0.03
Br43 3.00 -2.95 6.75  0.11
H25 4.49 -4.22 8.25  0.37
C18 1.71 -6.56 -7.07  0.29
Br44 0.55 -6.01 -8.51  -0.01
Br45 0.91 -6.26 -5.35  0.02
Br46 2.29 -8.39 -7.28  -0.04
H26 2.60 -5.94 -7.12  -0.36



Computed, not measured: one molecule with the formula C18H26BrN3O4S in a non-equilibrium geometry, with wB97M-V/def2-TZVPD.

Energy relative to the best compared isomer or geometry (same formula, charge and spin) = 0.00 kcal per mole
Charge = 0
SMILES = COc1ccc(Br)cc1CNC(=O)C1CCN(S(=O)(=O)N2CCCC2)CC1
DFT total energy = -112626.37739 eV

Last column: Mulliken charge in e.
Element x y z (Å)
C1 -0.56 -0.25 -4.08  -1.10
O1 -1.32 -0.27 -2.90  -0.30
C2 -1.59 0.89 -2.26  0.70
C3 -1.14 2.15 -2.66  -0.58
C4 -1.44 3.27 -1.92  -0.68
C5 -2.20 3.15 -0.78  -0.31
Br1 -2.58 4.69 0.28  -0.15
C6 -2.68 1.92 -0.37  -0.30
C7 -2.39 0.78 -1.11  0.74
C8 -2.81 -0.58 -0.64  -1.65
N1 -1.65 -1.27 -0.11  0.01
C9 -1.24 -2.48 -0.54  0.23
O2 -1.90 -3.19 -1.26  -0.70
C10 0.16 -2.84 -0.04  0.18
C11 1.17 -1.92 -0.74  0.73
C12 2.56 -2.02 -0.13  -1.63
N2 2.52 -1.85 1.31  0.16
S1 2.49 -0.30 1.88  1.37
O3 3.52 0.40 1.18  -0.74
O4 2.55 -0.39 3.30  -0.79
N3 0.97 0.36 1.43  -0.02
C13 1.09 1.48 0.51  0.11
C14 1.19 2.71 1.40  -0.80
C15 0.20 2.38 2.52  -0.66
C16 0.16 0.84 2.55  -0.69
C17 1.69 -2.82 1.98  -1.31
C18 0.25 -2.76 1.49  -0.22
H1 0.45 0.14 -3.90  0.39
H2 -0.50 -1.28 -4.41  0.27
H3 -1.05 0.35 -4.86  0.40
H4 -0.53 2.26 -3.55  0.45
H5 -1.07 4.24 -2.23  0.41
H6 -3.28 1.84 0.52  0.48
H7 -3.19 -1.19 -1.46  0.52
H8 -3.59 -0.49 0.14  0.43
H9 -1.01 -0.70 0.42  -0.04
H10 0.36 -3.87 -0.35  0.52
H11 0.83 -0.88 -0.67  -0.69
H12 1.21 -2.18 -1.80  0.63
H13 3.22 -1.25 -0.52  0.53
H14 3.00 -3.00 -0.33  0.42
H15 1.97 1.34 -0.12  0.69
H16 0.19 1.52 -0.12  -0.73
H17 2.20 2.78 1.79  0.31
H18 0.94 3.63 0.88  0.47
H19 -0.79 2.78 2.29  0.21
H20 0.51 2.79 3.48  0.36
H21 0.59 0.43 3.47  0.60
H22 -0.86 0.47 2.44  0.33
H23 1.75 -2.61 3.04  0.51
H24 2.12 -3.81 1.78  0.39
H25 -0.18 -1.83 1.85  0.04
H26 -0.32 -3.59 1.93  0.50